Record 1
Formula: C2H3NO2
Source: the Open Molecules 2025 dataset
Level of theory: the ωB97M-V functional and the def2-TZVPD basis

Cartesian coordinates (Å):
C1 1.0855 0.2142 -0.6801
C2 -2.0298 -0.2777 0.1860
N1 0.9207 0.4977 0.5725
O1 -2.4677 -0.4880 -0.8150
O2 0.3169 -0.3372 1.4189
H1 1.5716 0.9106 -1.2888
H2 1.0210 -0.6507 -1.1587
H3 -0.4181 0.1310 1.7651

Computed properties:
Energy = -7704.3474 eV

---

Record 2
Formula: C17H15F21N5O21S7Zn3
Source: the Open Molecules 2025 dataset
Level of theory: the ωB97M-V functional and the def2-TZVPD basis

Cartesian coordinates (Å):
Zn1 7.4256 -13.4507 0.3889
Zn2 7.1002 -18.6288 -0.0106
Zn3 6.5312 -16.5267 4.2547
C1 10.6913 -16.1111 2.0250
F1 11.2719 -16.1791 0.7897
F2 11.1443 -17.1001 2.7558
F3 10.9352 -14.9214 2.5522
S1 8.7875 -16.3305 1.7958
O1 8.0911 -16.6604 3.0675
O2 8.4371 -14.9468 1.3902
O3 8.4241 -17.3229 0.7523
C2 3.0634 -13.7822 4.9387
F4 2.2652 -13.0495 5.7192
F5 2.2838 -14.2285 4.0326
F6 4.0214 -13.0264 4.2890
S2 3.8936 -15.2197 5.9386
O4 2.8184 -16.0570 6.3868
O5 4.8592 -16.0054 5.1412
O6 4.6518 -14.5651 7.0569
C3 5.7897 -20.9450 3.7624
F7 5.7515 -22.0151 3.0343
F8 4.8260 -21.0140 4.6747
F9 7.0466 -20.9186 4.3379
S3 5.7001 -19.3149 2.7315
O7 5.7292 -18.1825 3.6475
O8 6.8304 -19.3019 1.8146
O9 4.4650 -19.4261 1.9776
C4 8.9403 -12.6357 4.9675
F10 9.2442 -12.9197 3.6920
F11 10.0309 -12.3638 5.7304
F12 8.0088 -11.7276 5.0234
S4 8.2597 -14.2422 5.6592
O10 9.3896 -15.1082 6.0272
O11 7.4661 -13.8646 6.8442
O12 7.3838 -14.8019 4.6629
C5 3.4440 -15.7561 0.8261
F13 2.8503 -16.5744 1.6979
F14 3.3089 -16.1705 -0.4143
F15 2.9846 -14.5349 1.0499
S5 5.3675 -15.8667 1.0986
O13 6.0197 -14.7651 0.3914
O14 5.6322 -15.8531 2.5447
O15 5.8817 -17.0977 0.5014
C6 4.5576 -12.0922 -2.7194
F16 4.1103 -13.1370 -2.0927
F17 5.1034 -12.3963 -3.8505
F18 3.5044 -11.3091 -2.9047
S6 5.7432 -11.0898 -1.5270
O16 6.7800 -10.5320 -2.4064
O17 4.8759 -10.0584 -0.9503
O18 6.3511 -12.1009 -0.7073
C7 10.0094 -15.0076 -2.9881
F19 10.6452 -14.5223 -4.0714
F20 9.5261 -16.2435 -3.0548
F21 10.8393 -15.0142 -1.9733
S7 8.5475 -13.8547 -2.6246
O19 7.4714 -14.1313 -3.5761
O20 8.0970 -14.1615 -1.2377
O21 9.1490 -12.4753 -2.6740
C8 5.7591 -10.3827 3.2125
C9 6.1867 -11.6825 2.6128
N1 6.5429 -12.6767 2.1007
H1 6.5383 -9.6642 3.4651
H2 5.2903 -10.5449 4.1833
H3 5.0683 -9.9258 2.5041
C10 2.6252 -19.4139 -0.8879
C11 4.1342 -19.5413 -0.8504
N2 5.2902 -19.5826 -0.7948
H4 2.3803 -19.2014 -1.9280
H5 2.3436 -18.4994 -0.3663
H6 2.2896 -20.2866 -0.3298
C12 1.3108 -18.4684 4.4124
C13 0.1932 -18.7342 3.5143
N3 -0.6874 -18.9667 2.7642
H7 0.9346 -17.9862 5.3136
H8 2.0824 -17.8644 3.9369
H9 1.6487 -19.4982 4.5340
C14 6.1922 -17.0199 -4.3833
C15 6.7328 -17.4522 -3.0500
N4 7.1749 -17.7612 -2.0574
H10 5.2407 -17.5022 -4.6024
H11 6.9447 -17.1800 -5.1539
H12 6.0506 -15.9503 -4.2217
C16 1.9428 -11.5291 0.5533
C17 0.9220 -10.5950 0.1525
N5 0.0453 -9.9374 -0.1701
H13 1.4807 -12.4024 1.0130
H14 2.5551 -11.0043 1.2862
H15 2.4980 -11.8373 -0.3320

Computed properties:
Net charge = -1
Energy = -346491.7296 eV

---

Record 3
Formula: C35H46Cl2CrN8O8P
Source: the Open Molecules 2025 dataset
Level of theory: the ωB97M-V functional and the def2-TZVPD basis

Cartesian coordinates (Å):
Cr1 -0.5490 1.1353 0.9086
C1 -1.4790 2.6314 -2.4038
C2 -2.0128 3.1058 -1.0991
N1 -1.8199 2.5474 0.0789
C3 -2.3340 3.4028 1.0350
C4 -2.8793 4.4815 0.4205
N2 -2.6777 4.2647 -0.9198
C5 -3.5749 5.7160 0.8677
O1 -3.6756 5.9079 2.1615
O2 -4.0048 6.4796 0.0333
C6 -1.9558 3.1635 2.4559
O3 -2.4565 3.8507 3.3542
O4 -1.0859 2.2353 2.6060
H1 -1.1748 1.5906 -2.2915
H2 -0.5905 3.2188 -2.6559
H3 -2.2112 2.7469 -3.2043
H4 -2.9662 4.9243 -1.6257
H5 -3.2009 5.1845 2.6825
Cl1 5.7465 3.8398 3.3878
C7 4.2776 3.4045 2.5573
C8 3.7415 4.2899 1.5991
C9 2.5951 3.9779 0.9302
Cl2 1.9583 5.0666 -0.2582
C10 1.8812 2.7611 1.1719
O5 0.8317 2.4967 0.5018
C11 2.4529 1.8979 2.1479
C12 1.8392 0.6633 2.4820
O6 0.7681 0.2178 2.0539
C13 3.6518 2.2327 2.8218
H6 4.2459 5.2246 1.3906
H7 2.3835 0.0236 3.1861
H8 4.0650 1.5440 3.5531
O7 -3.9533 0.0487 7.5753
C14 -2.8089 -0.7015 7.1950
N3 -2.7193 -0.6126 5.7657
C15 -2.8397 -1.7068 4.9597
O8 -2.9422 -2.8486 5.3681
C16 -2.8369 -1.4205 3.4849
C17 -3.6428 -2.1669 2.6434
C18 -3.6458 -1.8730 1.2926
C19 -2.8121 -0.8739 0.8236
N4 -1.9950 -0.1884 1.6210
C20 -2.0192 -0.4520 2.9340
H9 -3.9801 0.1098 8.5350
H10 -2.9000 -1.7535 7.4459
H11 -1.9097 -0.2921 7.6525
H12 -2.7957 0.3107 5.3650
H13 -4.2597 -2.9577 3.0567
H14 -4.2790 -2.4118 0.5994
H15 -2.7691 -0.6070 -0.2220
H16 -1.3585 0.1393 3.5507
N5 -0.3050 0.0689 -0.6161
P1 0.4466 -0.9635 -1.4508
N6 2.0623 -0.6349 -1.6598
C21 2.5363 0.7586 -1.6176
C22 3.9554 0.7952 -1.0733
C23 4.9227 0.0612 -2.0199
C24 4.2050 -1.0735 -2.7751
C25 3.0855 -1.6587 -1.9223
N7 0.5128 -2.5467 -0.8739
C26 -0.3468 -3.6260 -1.3545
C27 0.4308 -4.9507 -1.3475
C28 1.4483 -4.9901 -0.1953
C29 0.9380 -4.1477 0.9683
C30 0.8301 -2.6739 0.5582
N8 -0.1520 -1.1614 -3.0062
C31 0.7059 -0.9646 -4.1836
C32 0.0176 -1.5407 -5.4116
C33 -1.2596 -0.7536 -5.7386
C34 -1.9262 -0.2271 -4.4529
C35 -1.5992 -1.1090 -3.2550
H17 1.8593 1.3326 -0.9990
H18 2.5256 1.2142 -2.6213
H19 3.9557 0.3235 -0.0844
H20 4.2676 1.8325 -0.9303
H21 5.7650 -0.3414 -1.4513
H22 5.3414 0.7678 -2.7407
H23 4.9088 -1.8598 -3.0538
H24 3.7707 -0.6869 -3.7016
H25 3.5156 -2.0219 -0.9772
H26 2.6284 -2.5207 -2.4028
H27 -0.6668 -3.3995 -2.3655
H28 -1.2519 -3.7120 -0.7332
H29 0.9475 -5.0730 -2.3030
H30 -0.2772 -5.7812 -1.2570
H31 2.4094 -4.5887 -0.5288
H32 1.6238 -6.0200 0.1214
H33 1.5995 -4.2300 1.8331
H34 -0.0401 -4.5232 1.2827
H35 1.7848 -2.1671 0.7385
H36 0.0827 -2.1654 1.1705
H37 1.6569 -1.4656 -4.0281
H38 0.9265 0.0996 -4.3543
H39 -0.2235 -2.5879 -5.2034
H40 0.7028 -1.5328 -6.2611
H41 -1.9523 -1.3889 -6.2947
H42 -1.0134 0.0879 -6.3896
H43 -3.0096 -0.1780 -4.5732
H44 -1.5815 0.7890 -4.2423
H45 -2.0070 -2.1126 -3.4369
H46 -2.0797 -0.7216 -2.3613

Computed properties:
Energy = -128104.7779 eV
Spin multiplicity = 4